C4H11NOSi | ωB97M-V/def2-TZVPD

For the largest force on an atom, the calculation gives 4.65 eV/Å. Its SMILES is C=C[SiH2]OC.[H][H].C#N. As for the HOMO-LUMO gap: 10.49 eV. The value obtained for the HOMO energy is -0.347 Ha. As for the spin multiplicity: 1. As for the relative energy (zero: lowest compared OMol25 entry of this formula, charge and spin): 80.33 kcal/mol.

```
18
Properties=species:S:1:pos:R:3:forces:R:3:nbo_charge:R:1
Si 1.137258 0.244168 -1.588517 -0.9 -4.4 1.1 1.44
O 1.289596 1.791353 -1.419594 0.7 2.8 -0.7 -0.91
N -1.914155 0.813351 0.830713 -0.3 -0.6 0.5 -0.32
C -2.717441 0.074763 1.192827 -0.4 0.6 -0.7 0.09
C 0.342725 2.632818 -0.792816 0.3 -1.8 3.6 -0.27
C 1.238784 -1.618360 0.613318 0.7 -2.7 1.9 -0.37
C 1.242887 -0.381223 0.231474 -0.2 2.6 -1.5 -0.63
H -1.505631 -3.143102 1.891974 0.1 0.1 0.2 0.00
H 0.828445 3.547651 -0.410443 -0.6 0.2 -1.5 0.21
H -0.565126 2.505862 -1.352580 -0.5 1.4 -0.3 0.20
H 0.072412 2.190438 0.255983 0.3 0.3 -1.8 0.18
H 2.120996 -0.410109 -2.471013 0.5 0.5 0.1 -0.20
H -1.734385 -3.350716 1.224390 -0.1 -0.1 -0.2 0.00
H -0.111196 -0.461773 -2.144785 0.2 1.0 0.2 -0.23
H -3.629169 -0.481800 1.342508 0.5 0.0 0.2 0.24
H 1.493214 -1.909721 1.671443 -0.6 0.3 -0.9 0.18
H 1.111868 -2.504956 -0.031674 0.1 0.7 0.0 0.19
H 1.298919 0.461355 0.956791 0.3 -0.9 -0.2 0.21
```
Forces are in eV/Å.

***

C4H11NP | ωB97M-V/def2-TZVPD

For the largest force on an atom, the calculation gives 1.90 eV/Å. As for the HOMO-LUMO gap (spin up / spin down): 8.16 / 8.30 eV. The value obtained for the HOMO energy (spin up / spin down) is -0.478 / -0.473 Ha. As for the spin multiplicity: 1. As for the relative energy (zero: lowest compared OMol25 entry of this formula, charge and spin): 82.85 kcal/mol. The total charge is +1.

```
17
Properties=species:S:1:pos:R:3:forces:R:3:nbo_charge:R:1
P -0.226263 0.294903 1.614942 0.0 0.0 0.3 0.56
N 1.372567 0.556046 -0.738045 -0.1 0.7 0.3 -0.55
C -2.063564 0.460932 1.672131 0.0 -0.2 0.1 -0.91
C 0.003166 0.713107 -0.118036 0.0 -1.7 -0.9 -0.31
C 1.537275 -0.888541 -1.063749 -0.2 -1.0 -0.2 -0.29
C 0.136492 -1.461063 -1.225100 0.3 1.7 0.8 -0.26
H 2.040898 -1.374240 -0.226608 0.0 0.2 -0.1 0.24
H -0.159073 -2.270006 -0.587215 -0.1 -0.2 0.2 0.22
H 2.109510 0.884332 -0.097125 -0.1 0.0 -0.3 0.44
H 0.086719 1.579497 2.103012 0.2 0.2 0.1 -0.02
H -0.402760 -1.319584 -2.141782 -0.1 0.1 -0.3 0.21
H -2.476748 -0.374597 2.234549 0.0 0.0 -0.1 0.26
H 1.426138 1.131891 -1.584261 0.0 -0.1 0.2 0.44
H -2.356528 1.381028 2.169901 0.0 0.0 -0.1 0.26
H -2.473791 0.437191 0.665218 -0.1 0.0 0.0 0.24
H 2.151727 -1.017150 -1.961086 0.0 0.2 0.2 0.24
H -0.705766 1.266254 -0.716746 0.2 0.2 -0.2 0.22
```
Forces are in eV/Å.

***

C4H11NP | ωB97M-V/def2-TZVPD

For the largest force on an atom, the calculation gives 6.79 eV/Å. As for the HOMO-LUMO gap: 9.99 eV. The value obtained for the HOMO energy is -0.495 Ha. As for the spin multiplicity: 1. As for the relative energy (zero: lowest compared OMol25 entry of this formula, charge and spin): 91.55 kcal/mol. The total charge is +1.

```
17
Properties=species:S:1:pos:R:3:forces:R:3:nbo_charge:R:1
P -2.235133 0.460379 -0.066551 -0.5 -0.2 -2.2 0.37
N 0.388842 0.813548 -0.990930 0.3 0.3 -3.3 -0.56
C -0.456766 0.252942 0.076338 1.6 -4.6 -0.3 -0.15
C 0.000749 -1.780444 -0.138798 0.8 4.6 4.9 -0.46
C 1.482564 1.202820 -0.000716 -2.7 2.6 0.4 -0.19
C 0.308581 1.079312 1.047904 3.4 0.1 3.3 -0.49
H -0.149670 1.624001 -1.443954 1.4 -0.7 0.8 0.43
H 0.667914 0.215450 -1.794827 -0.4 0.2 0.7 0.44
H 1.809958 2.199739 -0.271639 0.2 0.2 0.3 0.23
H -0.330817 -2.055019 0.866833 0.3 -0.5 -0.6 0.23
H 0.799475 0.816523 2.082975 -1.6 -0.5 -1.9 0.27
H -0.206743 1.990466 1.291433 -0.2 0.8 -0.3 0.24
H -0.651858 -1.873830 -0.860709 -3.4 -1.0 -3.5 0.18
H 2.339092 0.609549 0.208734 0.2 -1.3 -0.6 0.25
H 0.996972 -1.965590 -0.422718 1.3 0.0 0.0 0.20
H -2.341686 -0.637393 -1.072306 -0.3 1.0 1.1 0.00
H -2.373458 -0.300732 1.043460 -0.6 -0.9 1.1 0.01
```
Forces are in eV/Å.

***

C4H11NS | ωB97M-V/def2-TZVPD

For the largest force on an atom, the calculation gives 2.69 eV/Å. As for the HOMO-LUMO gap (spin up / spin down): 2.34 / 8.28 eV. The value obtained for the HOMO energy (spin up / spin down) is 0.049 / -0.167 Ha. As for the spin multiplicity: 2. As for the relative energy (zero: lowest compared OMol25 entry of this formula, charge and spin): 67.25 kcal/mol. The total charge is -1.

```
17
Properties=species:S:1:pos:R:3:forces:R:3:nbo_charge:R:1
S 0.560386 1.019561 0.497402 0.5 -0.5 0.1 -0.09
N -0.532264 -3.079660 -1.476639 0.0 1.0 0.4 -0.90
C -2.413679 -1.812890 -0.587842 0.2 0.3 0.2 -0.61
C 2.129212 1.055233 1.454705 -0.7 2.6 0.0 -1.08
C -1.203243 -1.905177 -1.196987 -1.2 0.3 0.2 0.01
C 0.353905 2.813905 0.240896 -0.8 -0.8 0.9 -0.77
H 0.213121 3.319194 1.203020 0.6 0.1 -0.1 0.20
H 1.900844 1.474152 2.440541 -0.1 -1.0 0.5 0.19
H 2.754863 0.174335 1.430332 -0.2 -0.2 -0.1 0.19
H 0.440152 -2.922127 -1.700940 0.2 -0.5 0.5 0.34
H -0.658102 2.858429 -0.164179 0.3 0.2 -0.7 0.22
H 2.620895 1.977398 1.085262 0.6 -0.7 -0.6 0.18
H 1.156988 3.220522 -0.366141 -0.2 0.3 -0.1 0.20
H -3.109688 -1.012987 -0.821250 0.6 0.6 0.4 0.19
H -0.717200 -0.976508 -1.486609 -0.2 -0.2 -1.0 0.20
H -2.718042 -2.397444 0.273170 -0.2 -0.9 -0.6 0.19
H -0.778151 -3.805930 -0.824740 0.4 -0.5 0.0 0.36
```
Forces are in eV/Å.

***

C4H11NS | ωB97M-V/def2-TZVPD

For the largest force on an atom, the calculation gives 2.51 eV/Å. Its SMILES is C[C@@H](N)CCS. As for the HOMO-LUMO gap: 9.70 eV. The value obtained for the HOMO energy is -0.320 Ha. As for the spin multiplicity: 1. As for the relative energy (zero: lowest compared OMol25 entry of this formula, charge and spin): 10.02 kcal/mol.

```
17
Properties=species:S:1:pos:R:3:forces:R:3:nbo_charge:R:1
S -0.780102 3.107550 0.178376 0.0 0.5 0.1 -0.04
N 0.135935 -1.125691 -1.380368 0.2 0.2 0.9 -0.85
C 0.615549 0.713432 0.253966 0.0 -0.6 -0.4 -0.41
C -0.452662 -1.463815 0.927395 -0.1 -1.4 2.1 -0.64
C -0.537446 1.432696 -0.432475 -0.4 -1.0 0.0 -0.53
C 0.581782 -0.839446 0.034368 -1.2 1.1 -1.6 -0.05
H 1.521030 1.173534 -0.153408 0.2 -0.3 0.2 0.20
H -1.492027 -1.148288 0.867133 0.1 0.5 -0.8 0.22
H -1.471777 0.885468 -0.267924 -0.1 0.3 0.5 0.22
H 0.961068 -1.322674 -1.921044 -0.1 -0.2 -0.4 0.36
H 1.588962 -1.233636 0.140624 0.0 -0.2 0.6 0.19
H 0.496058 3.476654 0.467630 -0.3 -0.4 -0.3 0.12
H -0.507583 -2.558044 0.846262 0.2 0.1 -0.5 0.21
H -0.272426 -1.365490 2.010865 0.5 0.4 -0.3 0.22
H 0.592511 0.873139 1.331563 0.0 0.2 0.0 0.21
H -0.488908 -1.929802 -1.388442 0.4 0.1 -0.1 0.36
H -0.489968 1.324413 -1.514517 0.6 0.6 0.0 0.23
```
Forces are in eV/Å.

***

C4H11NS | ωB97M-V/def2-TZVPD

For the largest force on an atom, the calculation gives 0.55 eV/Å. As for the HOMO-LUMO gap (spin up / spin down): 8.40 / 4.69 eV. The value obtained for the HOMO energy (spin up / spin down) is -0.441 / -0.440 Ha. As for the spin multiplicity: 2. As for the relative energy (zero: lowest compared OMol25 entry of this formula, charge and spin): 0.54 kcal/mol. The total charge is +1.

```
17
Properties=species:S:1:pos:R:3:forces:R:3:nbo_charge:R:1
S -1.265784 0.160291 -1.074009 0.2 0.0 0.0 0.13
N 2.390299 -0.863601 -0.634970 0.4 -0.3 -0.1 -0.56
C 1.631570 -1.085236 0.398666 -0.4 0.2 0.1 0.10
C -1.141614 1.968484 -1.038709 0.1 -0.1 -0.1 -0.73
C 2.113504 -1.050182 1.709495 0.2 0.0 0.2 -0.16
C -2.562806 -0.215379 0.112920 -0.1 0.1 0.3 -0.74
H -0.088706 2.219850 -1.133622 0.0 0.1 0.0 0.22
H 0.578200 -1.220414 0.171273 0.0 -0.1 0.1 0.26
H 3.151519 -0.847824 1.937990 0.1 0.0 -0.1 0.21
H 3.392709 -0.735680 -0.535543 -0.1 0.1 -0.1 0.43
H -2.565953 0.514771 0.920828 0.1 -0.1 0.1 0.23
H -1.667575 2.382667 -1.884994 -0.2 0.2 -0.2 0.23
H 2.008766 -0.972549 -1.567413 0.0 0.2 0.0 0.44
H -3.551702 -0.221006 -0.327940 -0.1 0.0 -0.2 0.23
H 1.458138 -1.234346 2.544715 -0.2 0.0 0.0 0.23
H -2.349425 -1.200929 0.521093 -0.1 0.0 0.0 0.23
H -1.531142 2.401084 -0.119779 0.0 -0.2 0.1 0.23
```
Forces are in eV/Å.